[1]
Here is C22H27AlF3O2 as an isolated structure from the OMol25 dataset. Energies are from wB97M-V/def2-TZVPD.

XYZ file:
```
55
C22H27AlF3O2 wB97M-V/def2-TZVPD
C -1.08225 1.40611 1.30875
O -2.03067 1.77003 2.26255
C -2.14098 3.22447 2.37889
Al -3.44143 4.00913 1.02928
C -5.32920 3.41783 1.49758
O -6.04434 2.73823 0.42294
C -6.43939 1.44273 0.73124
H -0.05390 1.58826 1.66443
H -1.20088 1.94632 0.36126
H -1.19788 0.33591 1.11533
H -2.40996 3.40617 3.42794
H -1.13206 3.66057 2.26723
H -3.01639 3.48248 -0.45787
H -3.31850 5.64731 1.16010
H -5.34918 2.75977 2.38019
H -5.94931 4.28202 1.78250
H -5.66939 0.90345 1.30012
H -7.37044 1.40956 1.32503
H -6.61744 0.89635 -0.19965
F 0.94511 -0.35334 -1.50971
C 0.29417 -1.53262 -1.57573
C -1.05283 -1.56636 -1.27333
C -1.70491 -2.78971 -1.34418
C -1.01920 -3.93901 -1.71424
C 0.33374 -3.86702 -2.01532
C 1.00899 -2.65573 -1.94564
H -1.56756 -0.66003 -0.98487
H -2.75963 -2.83698 -1.10618
H -1.53756 -4.88729 -1.76585
H 0.87513 -4.75956 -2.30314
H 2.06108 -2.57021 -2.17894
F 4.19325 -2.13392 -3.09282
C 4.44262 -1.65760 -4.33199
C 3.37085 -1.40041 -5.16321
C 3.63521 -0.90925 -6.43386
C 4.94187 -0.68682 -6.84707
C 5.99489 -0.95485 -5.98356
C 5.75339 -1.44592 -4.70772
H 2.36371 -1.57503 -4.80997
H 2.81043 -0.69490 -7.10086
H 5.13869 -0.30068 -7.83810
H 7.01485 -0.77864 -6.30001
H 6.55211 -1.65933 -4.01122
F 3.43320 -1.37894 6.42218
C 2.44604 -0.75524 5.72874
C 2.46702 -0.81583 4.35087
C 1.45232 -0.17323 3.65240
C 0.44758 0.50908 4.32548
C 0.46032 0.54575 5.71371
C 1.46513 -0.08849 6.43339
H 3.25984 -1.35306 3.84854
H 1.44484 -0.20625 2.57021
H -0.34679 1.00232 3.77769
H -0.32155 1.07584 6.24219
H 1.49719 -0.07343 7.51430
```

The highest occupied orbital energy comes out at -4.3 eV. Its orbital gap is 6.52 eV. As for the multiplicity: 1. Its charge is -1. The value obtained for the electronic energy is -1546.97597 Eh.

Atomic partial charges in e from the Löwdin method, atoms 1 to 5: number 1, C, carries -0.203; number 2, O, carries -0.318; number 3, C, carries -0.318; number 4, Al, carries 0.298; number 5, C, carries -0.309


[2]
Here is C22H27BCoN8 as an isolated structure from the OMol25 dataset. Energies are from wB97M-V/def2-TZVPD.

XYZ file:
```
59
C22H27BCoN8 wB97M-V/def2-TZVPD
Co 0.22897 0.13003 0.80165
C -3.28756 -2.03051 0.48027
C -2.32230 -1.41206 1.24334
N -1.44391 -0.75985 0.45376
N -1.84756 -0.95341 -0.83436
C -2.94362 -1.71624 -0.82861
B -0.95125 -0.35031 -2.00111
N -0.79753 1.14796 -1.66503
C -1.25826 2.20983 -2.32930
C -1.03544 3.33717 -1.56189
C -0.41963 2.86563 -0.41968
N -0.25709 1.53238 -0.48776
N 0.40497 -1.06348 -1.82465
C 0.97588 -1.96138 -2.63869
C 1.99699 -2.58444 -1.95323
C 1.98216 -1.99774 -0.69879
N 1.03028 -1.05553 -0.62314
N -1.46684 -0.49814 -3.40329
C -2.59331 -0.96739 -4.02791
C -2.43200 -0.80096 -5.36823
C -1.16100 -0.19941 -5.50078
N -0.58031 -0.02068 -4.32576
H -4.12350 -2.61995 0.81757
H -2.22669 -1.39834 2.31602
H -3.42745 -2.01161 -1.73868
H -1.70650 2.09291 -3.30218
H -1.28149 4.35776 -1.80299
H -0.10579 3.43314 0.43662
H 0.60766 -2.09715 -3.64215
H 2.65429 -3.35973 -2.30918
H 2.59632 -2.25255 0.14295
H -3.44170 -1.36465 -3.50449
H -3.13054 -1.06228 -6.14498
H -0.65068 0.10620 -6.40276
C 1.32986 -0.72577 2.47373
C 0.23419 0.07638 2.94323
C 0.42820 1.42285 2.48371
C 1.65842 1.45629 1.73649
C 2.26171 0.16773 1.82478
C 3.69511 -0.10494 1.56870
C 2.34937 2.65758 1.20132
C -0.39699 2.57024 2.93294
C -0.77839 -0.31177 3.95873
C 1.58747 -2.14681 2.82208
H 4.17470 -0.10585 2.55792
H 4.16373 0.67730 0.98004
H 3.93328 -1.06633 1.12530
H 2.87814 3.14937 2.02660
H 1.68563 3.39185 0.75805
H 3.08191 2.38566 0.44534
H -0.21057 2.70289 4.00567
H -1.46427 2.38036 2.82173
H -0.13639 3.50588 2.44835
H -0.38224 -0.04450 4.94525
H -0.96124 -1.38385 3.97895
H -1.71900 0.22138 3.83240
H 2.43969 -2.20236 3.50625
H 1.83069 -2.75285 1.95126
H 0.73146 -2.59594 3.31867
```

The highest occupied orbital energy (alpha / beta) comes out at -14.2 / -14.2 eV. Its orbital gap (alpha / beta) is 5.05 / 6.05 eV. As for the multiplicity: 2. Its charge is +2. The value obtained for the electronic energy is -2699.71762 Eh.

Atomic partial charges in e from the Löwdin method, atoms 1 to 5: number 1, Co, carries 0.709; number 2, C, carries 0.006; number 3, C, carries -0.072; number 4, N, carries -0.010; number 5, N, carries 0.068


[3]
Here is C22H27N3O3STi as an isolated structure from the OMol25 dataset. Energies are from wB97M-V/def2-TZVPD.

XYZ file:
```
57
C22H27N3O3STi wB97M-V/def2-TZVPD
Ti 0.14311 0.52836 -0.08440
C 0.80531 4.62553 0.39243
C 1.21375 3.20273 0.11974
O 0.25166 2.46762 -0.43565
C 2.47362 2.76752 0.42838
C 3.01923 1.45236 0.25124
C 4.48985 1.20867 0.37554
N 2.20631 0.43896 -0.05402
N 2.73720 -0.76675 -0.34144
C 1.80443 -1.54712 -0.90586
O 0.60733 -1.05578 -1.21508
C 2.12366 -2.91801 -1.16857
C 1.18155 -3.76821 -1.79745
C 1.47932 -5.08911 -2.06590
C 2.72129 -5.63572 -1.72912
C 3.65856 -4.80750 -1.09834
C 3.37592 -3.48764 -0.81958
H 0.32325 5.04945 -0.49645
H 1.65711 5.24893 0.66934
H 0.06975 4.66066 1.20383
H 3.14872 3.51460 0.83418
H 5.03909 2.15231 0.39657
H 4.84022 0.59630 -0.46065
H 4.73228 0.63955 1.28248
H 0.21089 -3.35597 -2.03955
H 0.72810 -5.71647 -2.53674
H 2.94634 -6.67639 -1.93301
H 4.62566 -5.21305 -0.81405
H 4.10131 -2.85797 -0.32172
C -3.14464 5.23721 0.19067
C -3.20150 3.95958 -0.63054
S -3.08935 2.54860 0.48847
O -4.26482 2.68905 1.41009
C -3.59030 1.26503 -0.68214
C -2.73696 1.13699 -1.93821
H -3.24321 6.11529 -0.45062
H -2.19532 5.30807 0.72120
H -3.95047 5.24609 0.92490
H -2.36628 3.89348 -1.32571
H -4.14750 3.86466 -1.17291
H -4.62711 1.50710 -0.94128
H -3.56418 0.36652 -0.06463
H -2.68174 2.07705 -2.48805
H -3.17832 0.39812 -2.60859
H -1.71360 0.81802 -1.74182
N -1.01794 -0.03028 1.24154
C -1.13929 -1.29534 1.68110
C -2.38897 -1.98350 1.73374
C -2.49016 -3.31743 2.08284
C -1.36563 -4.06616 2.42500
C -0.13033 -3.41584 2.42217
C -0.01730 -2.08016 2.09270
H -3.28200 -1.41894 1.47986
H -3.46960 -3.79055 2.08300
H -1.44456 -5.11892 2.66991
H 0.76981 -3.97205 2.66733
H 0.95647 -1.59952 2.09385
```

Its energy above the lowest of the compared OMol25 structures with the same formula, charge and spin is 32.57 kJ/mol. The highest occupied orbital energy (alpha / beta) comes out at 1.7 / -0.6 eV. Its orbital gap (alpha / beta) is 2.86 / 5.13 eV. As for the multiplicity: 3. Its charge is -2. The value obtained for the electronic energy is -2492.17635 Eh.

Atomic partial charges in e from the Löwdin method, atoms 1 to 5: number 1, Ti, carries 0.948; number 2, C, carries -0.068; number 3, C, carries -0.482; number 4, O, carries -0.252; number 5, C, carries -0.064


[4]
Here is a single C22H27N3O6S molecule from the OMol25 dataset. Energies are from wB97M-V/def2-TZVPD.

XYZ file:
```
59
C22H27N3O6S wB97M-V/def2-TZVPD
H 0.67261 0.94027 1.63864
N 0.96318 0.38245 2.43355
C 1.23826 -0.82863 2.19351
C 1.74484 -1.73229 3.21960
C 1.92257 -1.43247 4.60129
N 2.38782 -2.31494 5.44130
C 2.47234 -1.81710 6.70179
C 2.98254 -2.68381 7.80155
C 2.05996 -0.52361 6.81522
S 1.54359 0.11227 5.29497
C 2.05163 -2.92812 2.66192
O 2.55183 -3.99152 3.27746
C 1.77135 -2.88744 1.19223
N 1.20925 -1.56342 1.01429
C 0.61056 -1.17928 -0.18863
C 1.12967 -1.59110 -1.40748
C 0.51991 -1.21154 -2.59349
C -0.60840 -0.40857 -2.59072
C -1.15977 -0.00961 -1.35163
C -0.54940 -0.40002 -0.17440
O -2.31765 0.71052 -1.42824
C -2.65507 1.59094 -0.37963
C -1.70535 2.79793 -0.28457
O -1.93768 3.80100 -1.24068
C -1.64639 3.46332 -2.58749
C -2.93127 3.42235 -3.43373
O -2.80420 2.69719 -4.63087
C -1.85059 3.20130 -5.53907
C -1.91367 2.38042 -6.83252
O -1.22542 1.15642 -6.76034
C -1.85138 0.13556 -6.00078
C -0.88398 -0.44658 -4.96197
O -1.25286 0.05320 -3.69574
H 3.99725 -3.00965 7.57869
H 2.35852 -3.57100 7.89588
H 2.97905 -2.14142 8.74234
H 2.03244 0.08234 7.69747
H 2.65426 -3.74423 4.22941
H 1.06676 -3.66654 0.88022
H 2.70002 -3.02223 0.62379
H 2.01706 -2.20182 -1.44611
H 0.95260 -1.53684 -3.52576
H -0.98630 -0.13621 0.77496
H -2.68534 1.07467 0.58725
H -3.66240 1.93916 -0.61825
H -0.66679 2.43840 -0.34781
H -1.85096 3.29176 0.67921
H -0.96608 4.23565 -2.96792
H -1.15574 2.48978 -2.65880
H -3.70820 2.89908 -2.87370
H -3.26844 4.44998 -3.63920
H -2.06793 4.25724 -5.76473
H -0.83558 3.13059 -5.12816
H -2.96607 2.22312 -7.10129
H -1.41587 2.93589 -7.63132
H -2.72135 0.52495 -5.46771
H -2.16679 -0.65466 -6.69409
H 0.13748 -0.14129 -5.22450
H -0.93985 -1.54318 -4.95928
```

Its energy above the lowest of the compared OMol25 structures with the same formula, charge and spin is 298.30 kJ/mol. The highest occupied orbital energy comes out at -7.8 eV. Its orbital gap is 8.46 eV. As for the SMILES: [H]/N=C1/C(c2nc(C)cs2)=C(O)CN1c1ccc2c(c1)OCCOCCOCCOCCO2. As for the multiplicity: 1. Its charge is 0. The value obtained for the electronic energy is -1868.37138 Eh.

Atomic partial charges in e from the Löwdin method, atoms 1 to 5: number 1, H, carries 0.041; number 2, N, carries 0.132; number 3, C, carries -0.362; number 4, C, carries -0.119; number 5, C, carries -0.509